# C64H128O28

16 unconnected molecules or ions with the total composition C64H128O28 (wB97M-V/def2-TZVPD, the OMol25 dataset).

Structure (XYZ):
```
220
Properties=species:S:1:pos:R:3:lowdin_charge:R:1
C -2.88846 -1.65624 2.43103 -0.129
C -1.78029 -2.20863 3.40739 -0.108
C -1.96528 -1.28795 4.69066 -0.179
O -2.99783 -0.34505 4.44751 -0.144
C -3.75942 -0.78464 3.34107 -0.220
H -3.49134 -2.43389 2.10878 0.075
H -2.38729 -1.13473 1.59587 0.097
H -0.77255 -1.99513 3.01110 0.085
H -1.81237 -3.28228 3.56989 0.103
H -1.00080 -0.77623 4.98002 0.114
H -2.13404 -1.95198 5.56197 0.117
H -4.29365 -0.00810 2.84689 0.093
H -4.55772 -1.44167 3.62186 0.112
C -4.74938 1.15230 -5.69793 -0.141
C -3.60600 0.66106 -4.78025 -0.172
C -3.46640 -0.78616 -5.26793 -0.209
O -4.80875 -1.21573 -5.40263 -0.127
C -5.63325 -0.08909 -5.59114 -0.226
H -4.47039 1.36277 -6.73756 0.115
H -5.32827 2.03120 -5.33811 0.118
H -3.91899 0.65262 -3.70832 0.106
H -2.67516 1.23009 -4.86314 0.095
H -2.89921 -1.43740 -4.57536 0.106
H -2.86702 -0.81443 -6.17846 0.118
H -6.29508 -0.04355 -4.71139 0.120
H -6.28082 -0.20844 -6.39675 0.093
C 3.66897 -6.48106 -5.45504 -0.133
C 2.25052 -7.09381 -5.08501 -0.137
C 2.13592 -6.64148 -3.62919 -0.153
O 2.85457 -5.34079 -3.60180 -0.190
C 4.02041 -5.50905 -4.34227 -0.237
H 3.47574 -5.95068 -6.39025 0.088
H 4.44722 -7.26535 -5.57841 0.117
H 2.27363 -8.19235 -5.10297 0.105
H 1.49393 -6.73081 -5.80054 0.109
H 2.62728 -7.35777 -2.93834 0.130
H 1.13534 -6.46218 -3.30035 0.101
H 4.87179 -5.80614 -3.74404 0.117
H 4.32069 -4.53013 -4.74475 0.115
C -3.07303 5.70021 4.66652 -0.140
C -2.27525 4.58816 3.96985 -0.138
C -2.25438 5.03377 2.53279 -0.180
O -2.55041 6.44998 2.53181 -0.153
C -2.54146 6.85878 3.87487 -0.220
H -2.87602 5.82201 5.69993 0.104
H -4.12821 5.55509 4.55207 0.092
H -2.79277 3.66765 4.15131 0.100
H -1.30982 4.52503 4.40187 0.079
H -3.10291 4.51405 1.94632 0.127
H -1.27766 4.86438 1.96361 0.113
H -3.08000 7.77802 3.91141 0.120
H -1.55486 6.94979 4.36818 0.119
O 1.07506 -3.47473 6.24174 0.106
C 2.26036 -3.44955 6.28815 -0.530
O 3.01058 -2.82066 5.32775 -0.028
C 2.33846 -2.54065 4.03692 -0.189
C 3.01058 -1.30894 3.49041 -0.066
C 3.04127 -4.07797 7.41241 0.024
H 1.30964 -2.30617 4.19867 0.083
H 2.46055 -3.46634 3.39573 0.129
H 4.11838 -1.42885 3.61031 0.102
H 2.70683 -0.42266 4.08760 0.077
H 2.68756 -1.11698 2.50030 0.045
H 4.04715 -4.40201 7.18072 0.085
H 2.49685 -4.91207 7.76888 0.071
H 2.98267 -3.45700 8.29166 0.088
O 2.05425 -7.41203 1.75474 0.125
C 2.97960 -6.67575 1.70736 -0.537
O 2.93219 -5.45051 1.11871 -0.027
C 1.79127 -5.15084 0.29570 -0.229
C 0.94773 -4.09549 0.90782 -0.065
C 4.33500 -6.96861 2.28753 0.037
H 1.24262 -6.02799 0.17316 0.091
H 2.16949 -4.88469 -0.71240 0.122
H 1.48791 -3.11793 0.95831 0.069
H 0.74150 -4.31584 1.98303 0.089
H -0.01031 -3.86564 0.42300 0.080
H 5.00686 -7.30302 1.52700 0.088
H 4.16162 -7.65441 3.08362 0.081
H 4.72390 -6.04688 2.67175 0.076
O 2.39229 4.03162 6.68984 0.082
C 1.23207 4.26348 6.38465 -0.542
O 0.41826 3.37313 5.78482 -0.044
C 1.06505 2.09817 5.39941 -0.212
C 1.13665 1.13563 6.50849 -0.069
C 0.40692 5.47838 6.72100 0.025
H 2.11982 2.42001 5.15018 0.135
H 0.47269 1.75064 4.57289 0.107
H 1.60412 0.21231 6.18104 0.070
H 0.16680 0.83497 6.85063 0.074
H 1.71940 1.55561 7.32683 0.089
H -0.44251 5.09161 7.27651 0.090
H 0.15686 5.88676 5.73271 0.066
H 1.02890 6.16315 7.32509 0.100
O 8.06713 -3.40836 0.84733 0.098
C 7.61589 -2.45657 1.43142 -0.586
O 6.32872 -2.13215 1.28801 -0.022
C 5.53582 -2.98360 0.34783 -0.153
C 4.14436 -2.40783 0.34151 -0.063
C 8.20828 -1.56295 2.42801 0.013
H 5.48379 -3.99594 0.77550 0.121
H 6.05295 -2.98436 -0.57018 0.087
H 4.13826 -1.44362 -0.17638 0.086
H 3.86730 -2.32539 1.36090 0.033
H 3.48479 -3.06066 -0.24464 0.062
H 9.29696 -1.58723 2.32504 0.092
H 8.03984 -2.02711 3.41663 0.105
H 7.78858 -0.56453 2.32019 0.093
O 5.27489 -2.10067 -2.65711 0.098
C 4.34194 -1.97925 -3.40932 -0.537
O 4.46534 -1.60932 -4.69380 -0.004
C 5.81791 -1.22985 -5.02681 -0.241
C 6.19476 0.18968 -4.77474 -0.063
C 2.92764 -2.08509 -2.95336 0.043
H 5.86475 -1.45248 -6.07455 0.104
H 6.54287 -1.86224 -4.47992 0.129
H 5.49736 0.88636 -5.22807 0.078
H 7.21388 0.33171 -5.15896 0.093
H 6.12513 0.33405 -3.69605 0.081
H 2.81243 -1.70051 -1.92898 0.076
H 2.64321 -3.15373 -2.96856 0.082
H 2.29391 -1.47469 -3.63594 0.086
O -1.18051 3.01487 -3.71002 0.107
C -0.01911 2.84027 -3.53715 -0.517
O 0.65725 3.26645 -2.41532 -0.047
C -0.16961 3.88918 -1.45119 -0.210
C -0.17148 5.39357 -1.78192 -0.024
C 1.03891 2.13100 -4.38718 0.043
H 0.26624 3.62557 -0.54126 0.082
H -1.16349 3.43348 -1.49322 0.117
H -0.59924 5.54426 -2.76188 0.071
H 0.82043 5.81627 -1.68076 0.079
H -0.91144 5.89272 -1.15116 0.063
H 0.53713 1.37087 -4.95917 0.068
H 1.71449 1.68274 -3.65125 0.087
H 1.56158 2.79218 -5.06201 0.086
O -6.06240 4.78651 -1.80526 0.098
C -5.03422 4.19149 -1.56845 -0.555
O -3.96887 4.78810 -1.01412 -0.034
C -4.03810 6.16170 -0.61083 -0.239
C -3.95860 7.05018 -1.77217 -0.070
C -4.68792 2.81163 -1.87502 0.015
H -3.18162 6.26521 0.10876 0.117
H -4.96445 6.30821 -0.01397 0.124
H -3.10596 6.80952 -2.41338 0.087
H -3.90607 8.00529 -1.27527 0.083
H -4.83636 7.11134 -2.38670 0.076
H -4.02475 2.84610 -2.76045 0.092
H -5.49633 2.12093 -2.22491 0.104
H -4.17243 2.26628 -1.10354 0.077
O 1.00365 -1.30047 -5.97090 0.074
C 1.11784 -2.50367 -5.95465 -0.559
O 1.88551 -3.19299 -6.78340 -0.002
C 2.61837 -2.41382 -7.82652 -0.195
C 3.71906 -3.25406 -8.32557 -0.066
C 0.31486 -3.36123 -4.98251 0.042
H 3.03442 -1.59128 -7.27221 0.102
H 1.90048 -1.97544 -8.50426 0.126
H 3.37201 -4.27241 -8.39154 0.073
H 4.57604 -3.10242 -7.66010 0.075
H 4.02459 -2.82769 -9.30806 0.098
H -0.13370 -2.63913 -4.28460 0.069
H 0.96630 -4.04205 -4.44339 0.067
H -0.36746 -3.84888 -5.58403 0.066
O -5.00172 2.83181 1.96197 0.071
C -5.59481 3.60160 2.71147 -0.538
O -5.74289 3.38382 4.01425 -0.018
C -5.50790 1.98834 4.47534 -0.192
C -6.04816 1.91409 5.85443 -0.060
C -6.27572 4.87398 2.32592 0.047
H -4.43437 1.90154 4.46841 0.101
H -5.95292 1.32146 3.79398 0.105
H -5.76992 0.99333 6.29335 0.063
H -7.15110 1.91390 5.78100 0.090
H -5.70956 2.73755 6.54362 0.106
H -5.74925 5.67829 2.78484 0.081
H -7.28474 4.88249 2.67579 0.089
H -6.33350 4.92399 1.27250 0.065
O 0.41096 0.67138 1.24937 0.080
C -0.72866 0.89968 0.94824 -0.515
O -1.22639 0.71687 -0.32479 -0.027
C -0.30352 0.13617 -1.24859 -0.216
C -1.00388 -0.26187 -2.49716 -0.042
C -1.72951 1.64302 1.81202 0.052
H 0.19392 -0.71892 -0.67801 0.144
H 0.46119 0.84452 -1.44074 0.099
H -1.64691 -1.15551 -2.48252 0.050
H -0.25121 -0.73235 -3.13259 0.070
H -1.49267 0.58472 -2.96437 0.061
H -1.95222 1.18006 2.78639 0.089
H -2.61706 1.74272 1.20104 0.073
H -1.32763 2.67917 1.88307 0.084
O 1.52160 5.64275 3.45755 0.114
C 1.13720 5.76436 2.33563 -0.609
O 1.21996 4.74362 1.51766 -0.010
C 1.75500 3.49862 2.05375 -0.216
C 3.22693 3.36019 1.95395 -0.053
C 0.56342 6.96827 1.73883 0.043
H 1.32122 2.69752 1.45358 0.088
H 1.37891 3.29267 3.07676 0.109
H 3.43928 2.33634 2.23003 0.077
H 3.71379 4.05516 2.66925 0.096
H 3.58705 3.51112 0.93257 0.087
H -0.44384 6.75230 1.47821 0.060
H 1.19963 7.17686 0.89294 0.097
H 0.68553 7.73745 2.49986 0.106
O -1.85623 -3.54404 -2.42700 0.085
C -2.90503 -4.11981 -2.52223 -0.563
O -4.03239 -3.73615 -1.99876 0.006
C -3.99221 -2.42724 -1.40216 -0.214
C -5.32074 -2.25862 -0.76195 -0.056
C -3.19744 -5.35855 -3.38948 0.040
H -3.80122 -1.72295 -2.25001 0.124
H -3.11720 -2.37598 -0.74776 0.114
H -6.05192 -2.17637 -1.57118 0.088
H -5.40499 -1.31256 -0.22246 0.082
H -5.54538 -3.06619 -0.11269 0.071
H -3.83806 -6.06157 -2.83613 0.091
H -2.26673 -5.84054 -3.62269 0.069
H -3.75603 -5.03187 -4.24608 0.082
```

Values from the calculation:
Gap between HOMO and LUMO (eV): 10.00

# C3H8N2

A single C3H8N2 molecule (wB97M-V/def2-TZVPD, the OMol25 dataset).

Structure (XYZ):
```
13
Properties=species:S:1:pos:R:3:lowdin_charge:R:1
C 0.24041 0.71675 1.07424 0.007
C -0.09500 -1.39774 -0.31346 -0.053
C -0.47253 0.03860 -0.02292 -0.644
N 1.02622 0.99998 -0.44458 0.055
N -1.69202 0.53288 -0.21262 0.051
H 2.03957 0.92884 -0.46760 0.072
H 0.65560 1.82561 -0.90290 0.078
H -2.29190 -0.11580 -0.72248 0.014
H -0.23478 1.63973 1.40232 0.094
H 0.83042 0.11137 1.76048 0.103
H -0.54427 -1.72160 -1.25235 0.076
H 0.98582 -1.52157 -0.39364 0.068
H -0.44754 -2.03704 0.49548 0.079
```

Values from the calculation:
ΔE to the lowest compared entry with this formula, charge and spin (kcal per mole): 85.6
Gap between HOMO and LUMO (eV): 9.22

# C4H2F2

2 unconnected molecules or ions with the total composition C4H2F2 (wB97M-V/def2-TZVPD, the OMol25 dataset).

Structure (XYZ):
```
8
Properties=species:S:1:pos:R:3:lowdin_charge:R:1
C 0.31031 -0.19511 2.54531 0.112
C -0.32969 -0.29756 1.47270 -0.321
C -1.27573 -0.71141 0.38476 0.120
C -0.09137 -0.46475 -0.02241 -0.202
F 1.00281 1.73607 -1.71264 -0.114
F 0.97360 -0.52971 -0.77084 0.152
H -2.26322 -1.03465 0.50241 0.104
H 1.67329 1.49712 -2.39930 0.149
```

Values from the calculation:
ΔE to the lowest compared entry with this formula, charge and spin (kcal per mole): 117.1
Gap between HOMO and LUMO (eV): 8.92

> What is the gap between HOMO and LUMO in the third record?

8.92 eV

> The lowest gap between HOMO and LUMO belongs to which entry?

C4H2F2

> Among the records above, which one has the lowest gap between HOMO and LUMO?

C4H2F2